A molecular structure, C22H31Cl4N7O4SSiW in a non-equilibrium geometry, computed with ωB97M-V/def2-TZVPD.

Element x y z (Å)
W  -0.0271  -0.2961  -0.2207
C  2.5757  2.4489  2.1841
C  1.7627  1.7198  1.1690
N  0.8108  0.8702  1.4397
N  0.5293  0.6406  2.7636
C  -0.6426  0.0914  2.9257
N  -1.0522  -0.1631  4.1859
S  -1.6826  -0.3786  1.6246
C  1.9425  1.9649  -0.2560
C  2.8719  2.8710  -0.7687
C  2.9111  3.0848  -2.1359
C  2.0370  2.3791  -2.9604
C  1.1575  1.4742  -2.4049
N  1.0950  1.2738  -1.0706
H  2.2406  2.2204  3.1928
H  2.5102  3.5244  2.0211
H  3.6250  2.1653  2.0865
H  -0.5199  0.2421  4.9405
H  -2.0098  -0.4091  4.3719
H  3.5388  3.3938  -0.1033
H  3.6097  3.7958  -2.5518
H  2.0317  2.5201  -4.0309
H  0.4784  0.9004  -3.0215
Cl  -3.8680  -2.5869  -5.3445
C  -2.5358  -2.2089  -4.3431
C  -1.2397  -2.6550  -4.6997
Cl  -1.0286  -3.5763  -6.1247
C  -0.1379  -2.3556  -3.9109
Cl  1.4564  -2.8458  -4.3205
C  -0.3397  -1.6227  -2.7375
O  0.5990  -1.1908  -1.9098
C  -1.6152  -1.2108  -2.3845
O  -1.6195  -0.4233  -1.2897
C  -2.7331  -1.4675  -3.1854
Cl  -4.2715  -0.9126  -2.6925
C  3.6206  -0.7043  -1.8061
N  3.3718  -1.9586  -1.1095
C  4.1509  -3.0909  -1.6082
C  2.5653  -2.0577  -0.0866
C  2.5179  -3.3192  0.7206
O  1.8477  -1.0701  0.3120
H  4.6956  -0.6164  -1.9596
H  3.2805  0.1279  -1.1927
H  3.1079  -0.7052  -2.7657
H  4.2253  -2.9838  -2.6881
H  3.6548  -4.0304  -1.3924
H  5.1524  -3.0839  -1.1771
H  3.5126  -3.7170  0.9119
H  1.9501  -4.0818  0.1848
H  2.0204  -3.1080  1.6631
C  -1.0633  3.2720  -1.3649
Si  -1.5719  2.0999  0.0129
C  -1.3678  3.0186  1.6359
C  -3.3627  1.6677  -0.3066
H  -1.7992  4.0794  -1.2977
H  -1.1631  2.8559  -2.3662
H  -0.0833  3.7322  -1.2543
H  -1.8766  3.9716  1.4719
H  -0.3523  3.2561  1.9393
H  -1.8790  2.5281  2.4617
H  -3.9438  2.5137  0.0707
H  -3.7337  0.7701  0.1787
H  -3.5595  1.5815  -1.3732
N  -1.1778  -4.5876  0.1784
C  -0.7748  -3.4596  0.7801
N  -0.6458  -3.4649  2.1149
O  -0.4688  -2.4716  0.0607
H  -1.4848  -5.3989  0.6863
H  -1.2971  -4.5676  -0.8206
H  -0.9747  -4.2410  2.6649
H  -0.5216  -2.5840  2.5827

Cartesian forces, eV/Å:
0.4534 -1.2777 0.1735
-0.1037 -0.1087 0.0932
-0.2655 -0.2131 -0.0902
0.2710 0.4179 0.1163
-0.0612 0.0862 -0.4289
0.2558 0.0061 0.3039
-0.0206 0.0104 -0.0897
-0.1892 0.0083 0.0004
-0.1808 0.0331 0.0672
-0.3370 -0.2406 -0.2217
-0.0840 -0.0927 0.1168
-0.0527 -0.0881 0.1072
0.1122 0.1969 0.0840
0.3247 0.2421 0.0410
0.0234 -0.0083 -0.1247
-0.0195 0.0548 -0.0071
0.0334 -0.0113 0.0201
-0.0041 0.0071 0.0083
0.0010 -0.0064 -0.0424
0.0324 0.0467 0.0710
0.0334 0.0150 -0.0544
0.0307 0.0255 -0.0312
0.0376 0.0689 0.0762
-0.0279 -0.0001 0.0014
0.0454 0.0200 0.0563
-0.0456 0.0020 -0.0164
0.0157 0.0213 0.0258
-0.0672 0.1135 0.1698
0.0430 0.0042 0.0112
-0.0568 -0.0545 -0.0975
0.0543 0.0260 -0.1079
-0.2355 0.2657 -0.0695
-0.0851 0.2288 -0.0762
0.2244 -0.2014 0.0996
-0.0047 -0.0080 -0.0279
-0.0468 0.1865 0.1010
0.0100 -0.0022 0.1175
0.0286 -0.0606 -0.0269
-0.1168 -0.1548 0.1109
-0.0500 0.0117 -0.0502
-0.0570 0.4361 -0.0801
-0.0136 -0.0007 -0.0391
0.1013 -0.1699 -0.1314
-0.0017 0.0015 -0.0136
0.0270 -0.0351 0.0104
0.0214 -0.0194 0.0004
-0.0014 -0.0193 -0.0057
0.0152 0.0322 -0.0003
-0.0254 -0.0273 -0.0197
0.0348 -0.0159 -0.0460
-0.1413 -0.0568 0.1645
-0.0704 0.0810 -0.0775
-0.1136 -0.1091 -0.1640
0.1394 0.1080 0.0586
-0.0348 0.0389 0.0017
0.0147 -0.0711 -0.0253
0.0717 -0.0007 0.0176
-0.0563 0.0666 -0.0222
0.1102 -0.0264 -0.0305
-0.0002 -0.0322 0.0433
-0.0374 0.0439 0.0129
0.0206 -0.0206 0.0325
0.0438 0.0094 -0.0420
0.0186 0.0904 -0.0717
-0.0467 0.0165 -0.1175
0.0245 0.0279 0.0135
-0.0025 0.0617 0.0864
-0.0138 0.0052 0.0071
-0.0100 -0.0282 0.0130
0.0023 0.0097 -0.0055
0.0052 0.0335 0.0205

As for the energy above the lowest of the compared OMol25 structures with the same formula, charge and spin: 5.8 kcal/mol. The energy comes out at -4136.41586 a.u. As for the spin multiplicity: 1. Its frontier orbital gap is 6.38 eV. As for the net charge: +2. The highest occupied orbital energy is -13.3 eV.